{
  "formula": "C45H102O17",
  "method": "ωB97M-V with the def2-TZVPD basis set",
  "species": ["C", "C", "C", "O", "C", "H", "H", "H", "H", "H", "H", "H", "H", "C", "C", "C", "O", "C", "H", "H", "H", "H", "H", "H", "H", "H", "C", "C", "C", "O", "C", "H", "H", "H", "H", "H", "H", "H", "H", "C", "C", "C", "O", "C", "H", "H", "H", "H", "H", "H", "H", "H", "C", "C", "C", "O", "C", "H", "H", "H", "H", "H", "H", "H", "H", "C", "C", "C", "O", "C", "H", "H", "H", "H", "H", "H", "H", "H", "C", "O", "H", "H", "H", "H", "C", "O", "C", "C", "O", "C", "H", "H", "H", "H", "H", "H", "H", "H", "H", "H", "C", "O", "C", "C", "O", "C", "H", "H", "H", "H", "H", "H", "H", "H", "H", "H", "C", "O", "C", "C", "O", "C", "H", "H", "H", "H", "H", "H", "H", "H", "H", "H", "C", "O", "C", "C", "O", "C", "H", "H", "H", "H", "H", "H", "H", "H", "H", "H", "C", "O", "C", "C", "O", "C", "H", "H", "H", "H", "H", "H", "H", "H", "H", "H"],
  "xyz": [[-2.8543, -4.6544, -1.4740], [-2.6977, -4.2892, -0.0101], [-3.1515, -2.8272, -0.1212], [-2.5128, -2.3457, -1.3104], [-2.1945, -3.4736, -2.1599], [-3.9248, -4.6344, -1.6995], [-2.5201, -5.6396, -1.8009], [-1.6698, -4.3415, 0.3550], [-3.2883, -4.8776, 0.6929], [-2.8720, -2.3007, 0.7909], [-4.2307, -2.7945, -0.2956], [-1.1071, -3.5360, -2.2085], [-2.6325, -3.3944, -3.1557], [1.0111, -6.4273, 3.0935], [1.2017, -7.8882, 2.6446], [0.3197, -8.0292, 1.3919], [-0.2199, -6.7379, 1.1209], [0.5403, -5.7611, 1.7925], [1.9654, -6.0273, 3.4334], [0.2496, -6.3582, 3.8690], [0.9278, -8.5739, 3.4438], [2.2386, -8.0655, 2.3611], [-0.4997, -8.7361, 1.5130], [0.9133, -8.3206, 0.5212], [0.0440, -4.8022, 1.9431], [1.4165, -5.5678, 1.1502], [3.1386, 1.6098, -4.6018], [3.5463, 1.1397, -5.9913], [2.3802, 1.6500, -6.8246], [1.2511, 1.3450, -5.9823], [1.6185, 1.3891, -4.6054], [3.3975, 2.6703, -4.5347], [3.7017, 1.0651, -3.8442], [3.5933, 0.0478, -5.9983], [4.5257, 1.4948, -6.3185], [2.2064, 1.0569, -7.7210], [2.3904, 2.7244, -7.0206], [1.4087, 0.4231, -4.1446], [1.1664, 2.2218, -4.0696], [7.2800, 1.5243, -0.8980], [6.7145, 0.5326, 0.1012], [7.9795, -0.2071, 0.5533], [8.7808, -0.2818, -0.6168], [8.4889, 0.8132, -1.4964], [7.5109, 2.4604, -0.3796], [6.5188, 1.8083, -1.6280], [6.0325, -0.1124, -0.4602], [6.1279, 0.9531, 0.9180], [7.7473, -1.1789, 0.9939], [8.4986, 0.3015, 1.3742], [8.1851, 0.3928, -2.4541], [9.3227, 1.5061, -1.5841], [1.6371, 5.0591, -0.8533], [2.5564, 4.4252, 0.1734], [2.4430, 2.9338, -0.1711], [2.2028, 2.8729, -1.5712], [1.8423, 4.1558, -2.0746], [1.7692, 6.1169, -1.0742], [0.5875, 4.9552, -0.5604], [2.3359, 4.5647, 1.2317], [3.5921, 4.7251, -0.0020], [1.6463, 2.4408, 0.3940], [3.3939, 2.4622, 0.0861], [0.9443, 4.1193, -2.6929], [2.6656, 4.5267, -2.6949], [-3.0810, 5.4393, -1.6972], [-2.3038, 4.3286, -1.0192], [-1.9049, 5.0101, 0.2830], [-1.5680, 6.3351, -0.1357], [-2.1632, 6.6327, -1.3882], [-4.0349, 5.5979, -1.1867], [-3.2907, 5.3135, -2.7581], [-1.4379, 4.0886, -1.6398], [-2.9228, 3.4437, -0.8591], [-1.0833, 4.4946, 0.7822], [-2.7394, 5.0228, 0.9930], [-1.3820, 6.7395, -2.1489], [-2.7280, 7.5669, -1.3512], [5.0489, -3.3920, -0.4018], [4.1650, -3.4328, 0.7071], [4.5023, -3.7278, -1.2887], [5.5332, -2.4197, -0.4909], [5.7804, -4.1867, -0.2472], [3.3641, -2.9012, 0.5465], [2.4751, -0.5530, -0.6574], [2.1520, -1.8671, -0.2572], [0.7823, -2.0637, 0.0152], [0.1479, -1.3079, 1.1799], [0.0035, 0.0526, 0.7910], [-0.4800, 0.8837, 1.8105], [1.7967, -0.1387, -1.4158], [3.4621, -0.4418, -1.1049], [2.3742, 0.1059, 0.2064], [0.7496, -3.1017, 0.3599], [0.2231, -1.8912, -0.9057], [0.7663, -1.3146, 2.0868], [-0.8238, -1.7449, 1.4279], [-1.5162, 0.6417, 2.0787], [-0.4103, 1.9090, 1.4408], [0.1299, 0.8616, 2.7256], [-1.6340, -2.0889, 4.0602], [-2.8623, -1.4263, 3.8792], [-3.0271, -0.3428, 4.7605], [-4.4491, 0.1554, 4.7285], [-5.2989, -0.8598, 5.1794], [-6.6594, -0.5160, 5.1748], [-1.5350, -2.3863, 5.1123], [-0.8040, -1.4015, 3.8573], [-1.5797, -2.9674, 3.4228], [-2.3808, 0.4884, 4.4505], [-2.7900, -0.6532, 5.7840], [-4.7131, 0.4733, 3.7099], [-4.4884, 1.0836, 5.3143], [-7.2439, -1.4142, 5.3797], [-6.9330, -0.0453, 4.2257], [-6.9126, 0.1332, 6.0275], [1.9287, -3.2843, 5.3028], [2.9364, -2.4011, 4.9099], [3.3902, -2.5648, 3.5770], [4.3044, -1.4330, 3.1807], [3.6262, -0.3017, 2.6622], [2.9610, 0.4410, 3.6806], [1.0418, -3.2051, 4.6562], [1.6236, -2.9897, 6.3060], [2.2676, -4.3271, 5.3079], [2.5139, -2.4973, 2.9094], [3.7718, -3.5863, 3.4714], [4.9789, -1.7520, 2.3861], [5.0266, -1.1972, 3.9735], [3.7319, 0.9387, 4.2781], [2.3232, -0.1912, 4.3006], [2.3343, 1.1897, 3.1936], [-1.0742, 0.9772, -1.7557], [-1.2535, 1.3213, -3.1000], [-2.1257, 0.4557, -3.7757], [-2.5694, 1.1372, -5.0439], [-3.4916, 0.3332, -5.7648], [-4.0963, 1.0662, -6.7867], [-0.7942, -0.0601, -1.5660], [-1.9745, 1.1793, -1.1585], [-0.3258, 1.6139, -1.2794], [-3.0193, 0.1902, -3.1973], [-1.5762, -0.4633, -4.0255], [-1.7055, 1.3106, -5.6975], [-3.0088, 2.1140, -4.8108], [-4.7927, 1.8291, -6.4189], [-4.7256, 0.3988, -7.3810], [-3.3812, 1.5079, -7.4882], [-7.1411, 4.9816, -0.3235], [-6.8868, 3.6335, 0.0207], [-5.7943, 3.5524, 0.9107], [-5.2422, 2.1493, 0.9903], [-4.6357, 1.7056, -0.1945], [-4.4353, 0.3126, -0.2076], [-6.2728, 5.4922, -0.7457], [-7.5352, 5.5555, 0.5205], [-7.9013, 4.9821, -1.1057], [-6.1442, 3.8443, 1.9096], [-4.9497, 4.1877, 0.6069], [-6.0754, 1.4770, 1.2447], [-4.5327, 2.0803, 1.8278], [-5.3547, -0.2692, -0.0639], [-3.6875, 0.0967, 0.5609], [-4.1138, -0.0500, -1.1827]],
  "homo_lumo_gap_ev": 9.732,
  "smiles": "C1CCOC1.C1CCOC1.C1CCOC1.C1CCOC1.C1CCOC1.C1CCOC1.COCCOC.COCCOC.COCCOC.COCCOC.COCCOC.CO",
  "e_above_lowest_kcal_mol": 0.0,
  "total_energy_ha": -3054.502902,
  "charge": 0,
  "spin_multiplicity": 1
}